{
  "formula": "C63H144N4O31S9",
  "method": "the ωB97M-V functional and the def2-TZVPD basis",
  "elements": ["C", "C", "C", "C", "C", "C", "N", "O", "C", "C", "C", "H", "H", "H", "H", "H", "H", "H", "H", "H", "H", "H", "H", "H", "H", "H", "H", "H", "H", "C", "C", "C", "C", "C", "C", "N", "O", "C", "C", "C", "H", "H", "H", "H", "H", "H", "H", "H", "H", "H", "H", "H", "H", "H", "H", "H", "H", "H", "C", "C", "C", "C", "C", "C", "N", "O", "C", "C", "C", "H", "H", "H", "H", "H", "H", "H", "H", "H", "H", "H", "H", "H", "H", "H", "H", "H", "H", "C", "C", "C", "C", "C", "C", "N", "O", "C", "C", "C", "H", "H", "H", "H", "H", "H", "H", "H", "H", "H", "H", "H", "H", "H", "H", "H", "H", "H", "O", "S", "O", "O", "C", "C", "C", "H", "H", "H", "H", "H", "H", "H", "H", "O", "S", "O", "O", "C", "C", "C", "H", "H", "H", "H", "H", "H", "H", "H", "O", "S", "O", "O", "C", "C", "C", "H", "H", "H", "H", "H", "H", "H", "H", "O", "S", "O", "O", "C", "C", "C", "H", "H", "H", "H", "H", "H", "H", "H", "O", "S", "O", "O", "C", "C", "C", "H", "H", "H", "H", "H", "H", "H", "H", "O", "S", "O", "O", "C", "C", "C", "H", "H", "H", "H", "H", "H", "H", "H", "O", "S", "O", "O", "C", "C", "C", "H", "H", "H", "H", "H", "H", "H", "H", "O", "S", "O", "O", "C", "C", "C", "H", "H", "H", "H", "H", "H", "H", "H", "O", "S", "O", "O", "C", "C", "C", "H", "H", "H", "H", "H", "H", "H", "H"],
  "coordinates": [[-22.682, 6.498, -10.073], [-23.719, 7.511, -10.610], [-23.601, 7.666, -12.100], [-23.873, 6.310, -12.955], [-25.430, 6.279, -12.758], [-25.887, 6.308, -11.298], [-25.108, 7.143, -10.233], [-25.877, 7.750, -9.425], [-27.393, 6.517, -11.216], [-25.603, 4.720, -10.676], [-23.628, 8.953, -9.920], [-22.924, 6.513, -9.062], [-21.705, 6.798, -10.412], [-22.932, 5.444, -10.303], [-24.411, 8.373, -12.263], [-22.593, 8.008, -12.353], [-23.363, 5.373, -12.740], [-23.493, 6.559, -13.954], [-25.679, 5.240, -13.198], [-25.914, 7.099, -13.372], [-27.694, 6.368, -10.213], [-27.498, 7.580, -11.433], [-27.920, 5.854, -11.896], [-26.378, 4.370, -10.000], [-25.660, 4.023, -11.524], [-24.647, 4.640, -10.121], [-23.580, 8.867, -8.820], [-24.464, 9.695, -10.123], [-22.726, 9.488, -10.209], [-14.373, 3.638, -11.881], [-14.765, 3.768, -13.331], [-15.933, 4.726, -13.516], [-16.142, 5.330, -14.970], [-14.903, 6.234, -15.174], [-13.608, 5.386, -15.232], [-13.597, 4.417, -14.075], [-12.332, 3.815, -13.831], [-13.525, 4.543, -16.547], [-12.520, 6.347, -15.076], [-14.987, 2.395, -14.037], [-13.445, 3.107, -11.821], [-15.097, 3.043, -11.415], [-14.203, 4.592, -11.546], [-16.866, 4.148, -13.380], [-16.039, 5.567, -12.721], [-17.129, 5.768, -15.006], [-16.217, 4.533, -15.730], [-14.877, 7.096, -14.484], [-15.175, 6.723, -16.125], [-13.152, 5.284, -17.279], [-12.807, 3.724, -16.637], [-14.490, 4.161, -16.853], [-12.506, 6.862, -14.101], [-11.536, 5.850, -15.160], [-12.546, 7.029, -15.941], [-15.826, 1.981, -13.565], [-14.067, 1.831, -13.875], [-15.290, 2.592, -15.035], [-28.205, 3.477, -14.740], [-27.819, 2.249, -14.026], [-28.864, 1.174, -14.511], [-28.285, 0.139, -15.454], [-27.027, -0.463, -14.857], [-25.823, 0.527, -14.852], [-26.260, 1.922, -13.975], [-25.298, 2.819, -14.009], [-24.896, 0.077, -13.825], [-25.294, 0.988, -16.188], [-28.035, 2.492, -12.604], [-27.970, 4.397, -14.162], [-29.217, 3.792, -14.866], [-27.492, 3.439, -15.516], [-29.373, 0.642, -13.783], [-29.543, 1.728, -15.138], [-27.904, 0.694, -16.272], [-28.774, -0.778, -15.786], [-26.755, -1.306, -15.541], [-27.131, -0.809, -13.813], [-25.363, -0.174, -12.904], [-24.581, -0.967, -14.083], [-23.913, 0.708, -13.904], [-24.985, 0.058, -16.499], [-25.827, 1.473, -16.987], [-24.356, 1.423, -15.874], [-27.249, 3.009, -12.151], [-28.201, 1.559, -11.958], [-28.966, 3.126, -12.491], [-22.208, 3.191, -19.797], [-22.741, 4.503, -19.945], [-24.184, 4.612, -19.006], [-23.873, 4.621, -17.575], [-23.048, 5.785, -17.181], [-21.664, 5.988, -17.981], [-21.833, 5.586, -19.597], [-20.729, 5.553, -20.182], [-21.197, 7.493, -18.015], [-20.708, 4.985, -17.517], [-23.275, 4.913, -21.450], [-22.726, 2.549, -20.533], [-22.348, 2.918, -18.795], [-21.123, 3.159, -19.978], [-24.696, 5.578, -19.347], [-24.655, 3.820, -19.436], [-23.637, 3.564, -17.377], [-24.757, 4.856, -16.953], [-23.015, 6.111, -16.093], [-23.464, 6.725, -17.627], [-20.309, 7.770, -18.579], [-22.007, 8.051, -18.455], [-21.024, 7.843, -16.989], [-21.145, 4.007, -17.468], [-19.731, 5.013, -18.005], [-20.504, 5.153, -16.447], [-23.992, 4.189, -21.814], [-22.234, 5.072, -21.952], [-23.825, 5.854, -21.552], [-19.684, -1.292, -20.666], [-20.372, -0.883, -21.853], [-21.708, -1.372, -22.157], [-20.346, 0.676, -21.776], [-21.186, 1.361, -22.951], [-20.374, 2.476, -23.559], [-19.322, -1.235, -23.327], [-22.101, 1.685, -22.425], [-21.405, 0.677, -23.769], [-20.218, 3.251, -22.803], [-21.046, 2.819, -24.351], [-19.388, 2.178, -23.967], [-18.340, -0.828, -23.122], [-19.762, -0.796, -24.261], [-19.316, -2.357, -23.327], [-26.046, 9.242, -19.150], [-24.886, 9.797, -19.664], [-24.975, 11.012, -20.371], [-23.937, 9.879, -18.436], [-22.903, 10.977, -18.444], [-22.667, 11.356, -16.967], [-24.216, 8.599, -20.727], [-23.177, 11.831, -19.027], [-22.029, 10.623, -18.898], [-22.399, 10.466, -16.362], [-23.581, 11.710, -16.491], [-22.005, 12.207, -16.823], [-23.431, 8.964, -21.331], [-25.030, 8.063, -21.274], [-23.763, 7.808, -20.067], [-29.591, 5.764, -18.560], [-28.336, 5.603, -19.188], [-27.896, 4.267, -19.538], [-28.154, 6.426, -20.562], [-28.678, 7.783, -20.619], [-28.719, 8.100, -22.109], [-27.134, 6.327, -18.109], [-27.997, 8.421, -20.045], [-29.654, 7.847, -20.143], [-29.267, 7.339, -22.744], [-27.685, 8.213, -22.452], [-29.219, 9.083, -22.211], [-26.187, 6.314, -18.653], [-27.026, 5.690, -17.185], [-27.524, 7.285, -17.792], [-26.546, 0.764, -24.116], [-25.246, 0.743, -23.550], [-24.219, 1.477, -24.209], [-25.211, 1.175, -22.058], [-26.239, 1.978, -21.359], [-26.355, 1.265, -20.050], [-24.680, -0.944, -23.432], [-27.148, 1.917, -21.940], [-25.893, 3.014, -21.288], [-25.347, 0.986, -19.741], [-27.032, 0.384, -20.032], [-26.597, 1.877, -19.234], [-25.473, -1.493, -22.973], [-23.708, -1.114, -22.963], [-24.684, -1.222, -24.483], [-22.314, 4.578, -14.763], [-21.689, 3.345, -14.312], [-21.880, 2.146, -15.050], [-20.148, 3.637, -14.404], [-19.213, 2.745, -15.015], [-19.087, 1.288, -14.324], [-21.797, 3.242, -12.562], [-18.259, 3.244, -14.942], [-19.429, 2.686, -16.103], [-18.115, 0.859, -14.433], [-19.890, 0.593, -14.575], [-19.099, 1.473, -13.269], [-21.447, 2.267, -12.223], [-22.865, 3.469, -12.374], [-21.203, 4.048, -12.102], [-22.291, 11.395, -23.471], [-22.096, 10.280, -24.347], [-20.833, 10.136, -25.048], [-22.345, 8.923, -23.524], [-21.160, 8.081, -23.074], [-20.938, 6.924, -23.945], [-23.486, 10.225, -25.346], [-21.479, 7.713, -22.092], [-20.252, 8.724, -22.956], [-21.783, 6.246, -24.079], [-20.149, 6.337, -23.421], [-20.609, 7.153, -24.974], [-23.746, 9.298, -25.843], [-23.145, 10.963, -26.065], [-24.236, 10.756, -24.738], [-19.306, 9.799, -20.609], [-18.619, 11.032, -20.315], [-19.160, 11.828, -19.239], [-17.115, 10.719, -19.972], [-16.875, 9.809, -18.869], [-15.354, 9.753, -18.633], [-18.444, 11.884, -21.874], [-17.277, 8.791, -19.090], [-17.456, 10.181, -18.015], [-14.784, 9.561, -19.609], [-15.038, 9.084, -17.834], [-15.010, 10.750, -18.344], [-17.888, 12.780, -21.591], [-19.426, 12.175, -22.284], [-17.891, 11.319, -22.630], [-23.426, 5.546, -27.454], [-23.163, 4.491, -26.494], [-21.830, 4.253, -26.061], [-24.015, 4.725, -25.161], [-25.311, 5.412, -25.146], [-25.363, 6.472, -24.076], [-23.886, 3.003, -27.114], [-26.053, 4.637, -24.976], [-25.491, 5.892, -26.090], [-24.966, 6.041, -23.123], [-26.411, 6.758, -24.013], [-24.700, 7.277, -24.228], [-23.896, 2.240, -26.371], [-23.305, 2.780, -27.981], [-24.866, 3.412, -27.443], [-16.790, 2.323, -17.305], [-17.055, 1.186, -18.182], [-16.063, 0.597, -19.025], [-17.663, 0.118, -17.051], [-18.096, -1.089, -17.648], [-17.934, -2.153, -16.585], [-18.400, 1.605, -19.235], [-17.353, -1.201, -18.478], [-19.115, -1.153, -18.016], [-16.851, -2.226, -16.322], [-18.215, -3.146, -16.921], [-18.543, -1.958, -15.689], [-19.214, 1.888, -18.626], [-18.648, 0.745, -19.864], [-18.069, 2.466, -19.758]],
  "s_squared": 6.018,
  "gap_ev": [7.7994, 9.1071],
  "spin_multiplicity": 5,
  "lumo_ha": [0.0070, 0.0065],
  "homo_ha": [-0.280, -0.328],
  "energy_ev": -234595.801
}